Record 1
Entry from OMol25: one molecule with the formula C23H26N4O3 (the ωB97M-V functional and the def2-TZVPD basis).

Computed properties:
M   406.49 g mol⁻¹
Maximum force   1.30 eV/Å
Highest occupied orbital energy   -7.425 eV
Total energy   -36374.94505 eV
Energy relative to the best compared isomer or geometry (same formula, charge and spin)   3.519 eV

Element x y z (Å)
C: 2.2326 -0.1808 2.9000
O: 1.6628 0.6331 1.9072
C: 2.4563 1.0703 0.8743
C: 3.8195 0.8320 0.8217
C: 4.5835 1.2434 -0.2604
C: 3.9760 1.9008 -1.3097
C: 2.6206 2.1682 -1.2581
C: 1.8268 1.7780 -0.1773
N: 0.4887 2.1222 -0.1847
C: -0.2858 2.0501 -1.4017
C: -1.6124 1.3019 -1.1374
N: -1.3731 0.3575 -0.0709
C: -2.1832 -0.8504 -0.0192
C: -1.7161 -1.8189 -1.1252
N: -0.2768 -1.9097 -1.1382
C: 0.3924 -2.5915 -0.1738
O: -0.1450 -3.3157 0.6432
C: 1.8543 -2.4363 -0.2553
C: 2.8402 -3.0097 0.5064
C: 4.0650 -2.5554 -0.0279
C: 3.7383 -1.7423 -1.0715
O: 2.4110 -1.6603 -1.2172
C: -3.6686 -0.5760 -0.0214
C: -4.4138 -0.3452 -1.1731
C: -5.7542 -0.0132 -1.0623
C: -6.3078 0.0890 0.2040
N: -5.6166 -0.1308 1.3087
C: -4.3434 -0.4570 1.1938
C: -1.2334 1.0391 1.1984
C: -0.3299 2.2690 0.9873
H: 2.6744 -1.0875 2.4740
H: 1.4091 -0.4609 3.5560
H: 2.9880 0.3575 3.4830
H: 4.3057 0.2991 1.6232
H: 5.6432 1.0394 -0.2723
H: 4.5534 2.2242 -2.1631
H: 2.1624 2.7174 -2.0663
H: 0.2938 1.5124 -2.1549
H: -0.5056 3.0572 -1.7879
H: -2.4134 2.0174 -0.8819
H: -1.9132 0.7789 -2.0447
H: -1.9265 -1.3328 0.9313
H: -2.0425 -1.5060 -2.1173
H: -2.1174 -2.8123 -0.9121
H: 0.2221 -1.1637 -1.5972
H: 2.6885 -3.6753 1.3311
H: 5.0498 -2.7999 0.3136
H: 4.3413 -1.1816 -1.7575
H: -3.9668 -0.4272 -2.1531
H: -6.3538 0.1643 -1.9420
H: -7.3472 0.3542 0.3453
H: -3.8263 -0.6422 2.1273
H: -2.2056 1.3614 1.6127
H: -0.7650 0.3445 1.8976
H: 0.2961 2.4386 1.8591
H: -0.9524 3.1613 0.8362

***

Record 2
Entry from OMol25: C17H25BrCl2N3O3PTa as an isolated structure (the ωB97M-V functional and the def2-TZVPD basis).

Computed properties:
M   682.14 g mol⁻¹
Maximum force   2.20 eV/Å
Highest occupied orbital energy   -17.278 eV
Total charge   +3
Total energy   -134551.24974 eV
Energy relative to the best compared isomer or geometry (same formula, charge and spin)   0.246 eV

Element x y z (Å)
Ta: -0.9162 0.0774 -0.7925
N: 1.0660 0.7410 0.3372
H: 1.4829 1.6572 0.1767
H: 1.7812 0.0451 0.1285
H: 0.9025 0.6641 1.3417
Br: -1.5913 2.3474 -2.1323
C: -0.1229 1.7407 -3.2054
C: 0.2616 2.3564 -4.3621
C: 1.3362 1.7699 -5.0329
C: 1.9339 0.6298 -4.5146
C: 1.4508 0.0842 -3.3397
N: 0.4267 0.6475 -2.6754
H: -0.2395 3.2397 -4.7336
H: 1.6920 2.2081 -5.9569
H: 2.7674 0.1612 -5.0189
H: 1.8713 -0.8146 -2.9080
C: -3.2836 3.5963 3.0526
C: -3.9370 2.7253 2.0150
O: -3.4376 1.3298 2.1341
P: -2.4320 0.5554 1.2601
O: -3.2006 0.0621 -0.1055
C: -4.5560 -0.5315 -0.3518
C: -5.2453 -0.9994 0.9012
O: -2.0606 -0.7011 2.0989
C: -2.5972 -1.1286 3.4236
C: -1.8770 -0.4210 4.5402
H: -3.7914 4.5609 3.0711
H: -2.2274 3.7649 2.8402
H: -3.3847 3.1498 4.0412
H: -3.7621 3.0822 0.9992
H: -5.0080 2.6458 2.1773
H: -4.3807 -1.3623 -1.0299
H: -5.1177 0.2399 -0.8724
H: -4.6475 -1.7366 1.4375
H: -6.1711 -1.4897 0.5960
H: -5.5128 -0.1797 1.5655
H: -2.4140 -2.1989 3.4385
H: -3.6681 -0.9415 3.4417
H: -0.8073 -0.6259 4.5101
H: -2.2666 -0.7887 5.4898
H: -2.0442 0.6560 4.5017
Cl: -1.9448 -1.3295 -2.6594
C: -1.2939 -2.9229 -2.1886
C: -1.5402 -4.0601 -2.9024
C: -0.9803 -5.2402 -2.4037
C: -0.2232 -5.2432 -1.2438
C: 0.0080 -4.0640 -0.5442
Cl: 0.9549 -4.0390 0.8819
C: -0.5322 -2.8727 -1.0115
N: -0.4191 -1.6138 -0.4665
H: -2.1367 -4.0655 -3.8048
H: -1.1484 -6.1645 -2.9393
H: 0.2001 -6.1647 -0.8670

***

Record 3
Entry from OMol25: C5H11FOS as an isolated structure (the ωB97M-V functional and the def2-TZVPD basis).

Computed properties:
M   138.21 g mol⁻¹
Maximum force   4.84 eV/Å
Highest occupied orbital energy   -9.041 eV
Total energy   -20957.00264 eV
Energy relative to the best compared isomer or geometry (same formula, charge and spin)   5.866 eV

Element x y z (Å)
C: -2.1901 1.4923 -0.5268
C: 0.6790 0.6321 -0.3867
C: 0.5509 -1.4574 -1.6281
C: 0.0749 0.1490 0.9731
C: 1.2364 -0.5827 1.8529
H: -2.9260 2.2144 -0.9704
H: -2.1026 1.6078 0.5080
H: -2.4927 0.4002 -0.8496
H: 1.6061 1.3011 -0.0200
H: 1.3636 -2.5659 -1.3568
H: -0.9460 -1.4588 -1.3695
H: 0.4623 -1.2176 -3.0961
H: -0.6986 -0.5816 0.6838
H: 1.5945 -1.6285 1.5322
H: 1.1336 -0.8017 3.0233
H: 2.0864 0.1924 1.9810
O: 1.3025 -0.4946 -0.8750
F: -0.2154 1.0945 1.8815
S: -0.5189 1.7052 -1.3568

***

Record 4
Entry from OMol25: C6H7N as an isolated structure (the ωB97M-V functional and the def2-TZVPD basis).

Computed properties:
M   93.13 g mol⁻¹
Maximum force   4.54 eV/Å
Highest occupied orbital energy (alpha / beta)   -7.243 / -8.505 eV
Total energy   -7818.14273 eV
Energy relative to the best compared isomer or geometry (same formula, charge and spin)   7.505 eV

Element x y z (Å)
C: -0.9774 -1.8626 -1.4527
C: 1.2373 -0.5307 1.5400
C: 0.1983 -1.6504 -0.9191
C: 0.3995 0.2553 0.8697
C: -1.4605 -0.5406 -0.8422
C: -0.0675 1.6312 1.1815
N: -0.2241 -0.3086 -0.3609
H: -1.4476 -2.5627 -2.2063
H: 1.6990 -1.3995 1.0952
H: 1.3123 -1.8786 -0.9592
H: -2.3492 0.0533 -0.7547
H: -0.9854 1.6984 0.6673
H: 0.6161 2.4534 1.0029
H: -0.1635 1.6274 2.1923